DFT (wB97M-V/def2-TZVPD) results for 9 unconnected molecules or ions with the total composition C41H48F4O15 in a non-equilibrium geometry.

```
108
Properties=species:S:1:pos:R:3:forces:R:3:mulliken_charge:R:1
C -2.91837 -2.79466 -0.22134 -0.1 -0.9 -0.3 -1.199
C -2.13958 -3.77989 0.62691 -1.0 -0.6 1.4 1.049
O -3.22292 -4.67430 1.27886 1.5 0.8 -0.5 -0.329
C -2.82581 -5.58721 2.18122 -4.4 1.3 -1.2 0.637
O -1.75325 -5.92400 2.46267 3.7 -1.0 0.8 -0.469
O -3.97740 -6.08889 2.73810 1.3 -0.4 -0.4 -0.360
C -3.75716 -7.26232 3.54441 -0.6 0.7 0.4 -0.693
H -3.78350 -2.42806 0.33183 0.0 0.1 -0.1 0.381
H -3.24531 -3.27962 -1.16029 -0.1 0.2 0.5 0.396
H -2.27942 -1.97760 -0.51205 0.3 0.4 0.0 -0.012
H -1.56633 -3.32275 1.45751 -0.5 -0.2 -0.5 -0.277
H -1.45366 -4.38467 0.04191 -0.1 -0.3 0.0 0.037
H -3.27084 -8.10386 3.10099 0.4 -0.2 -1.1 0.330
H -4.77394 -7.55199 3.74331 -0.2 -0.3 0.6 0.249
H -3.16483 -7.06235 4.43316 -0.3 0.4 0.2 0.281
C 2.59196 -0.29612 -4.95552 1.1 -0.4 0.9 -0.900
C 3.41378 -0.44469 -3.65006 -0.1 0.6 0.3 0.206
O 3.41232 0.86750 -2.95382 -0.3 -0.7 -0.6 -0.142
C 4.31974 1.10960 -1.98909 -2.0 1.1 -2.1 0.872
O 5.11857 0.34489 -1.60189 2.0 -1.4 1.2 -0.591
O 4.12295 2.38397 -1.64700 0.8 0.8 0.2 -0.249
C 5.12057 3.02476 -0.81202 -0.7 0.1 0.1 -0.778
H 3.15109 0.22319 -5.72904 -0.1 0.0 -0.1 0.358
H 1.66624 0.21318 -4.73977 -0.2 0.3 0.1 -0.090
H 2.31346 -1.29887 -5.28376 0.2 0.0 -0.2 0.391
H 4.45608 -0.80459 -3.71137 -0.4 0.4 -0.5 0.519
H 2.89534 -1.16453 -3.03286 -0.2 0.0 0.4 -0.262
H 4.54158 3.39035 0.02790 0.2 -0.1 0.5 0.216
H 5.57425 3.91814 -1.26293 -0.3 -0.5 -0.5 0.235
H 5.88278 2.31664 -0.52128 0.1 -0.2 0.2 0.381
C 0.96746 -0.16346 5.56116 0.2 -3.1 -1.2 -0.447
C 1.99630 -1.37342 5.27800 -0.2 1.9 -0.1 -0.034
O 1.29313 -2.17091 4.31363 0.6 0.4 0.2 -0.310
C 0.25438 -1.48727 3.79297 1.2 0.2 0.6 0.517
O -0.34496 -1.84997 2.84526 -1.0 -0.3 -0.9 -0.380
O 0.04607 -0.34291 4.44239 0.1 0.8 0.7 -0.373
H 1.38746 0.80957 5.49585 0.4 0.7 0.0 0.335
H 0.43965 -0.36741 6.46691 -0.5 0.3 0.6 0.271
H 2.22046 -2.04966 6.10869 0.0 0.6 0.0 0.376
H 2.91062 -0.84104 4.87527 -0.8 -1.3 0.1 -0.088
C -0.60716 3.91773 -3.24362 0.6 -0.3 1.0 0.381
C 0.34838 3.36137 -4.29417 1.0 0.6 1.1 0.331
O 1.18420 4.53395 -4.49020 0.7 -0.4 -0.7 -0.468
C 1.10963 5.42020 -3.47546 -3.1 -3.6 -0.8 0.616
O 1.61997 6.44694 -3.44639 2.4 3.5 0.4 -0.492
O 0.17480 4.98063 -2.59968 -0.8 -0.8 0.1 -0.483
H -0.95258 3.23529 -2.44662 0.4 0.3 -0.7 -0.438
H -1.44544 4.33003 -3.75465 -0.8 0.7 -0.1 0.388
H -0.11475 3.18557 -5.26620 0.1 -0.4 0.3 0.197
H 0.98920 2.54015 -3.88412 -0.6 0.4 -0.6 -0.096
C -0.87958 1.80360 -0.07000 1.0 -0.7 0.8 -0.795
C -0.64651 0.48116 0.79873 -1.5 0.9 -1.0 -0.011
O -0.32384 -0.49869 -0.21752 0.3 0.9 -0.7 -0.033
C 0.01063 0.13581 -1.38367 0.9 -0.5 0.1 -0.226
O 0.56149 -0.39502 -2.32205 -1.0 0.6 1.2 -0.364
O -0.25084 1.45891 -1.32118 -0.3 -0.5 0.1 0.214
H -0.37050 2.71527 0.29134 -0.2 -0.6 0.1 0.387
H -1.93913 2.02068 -0.20325 0.0 -0.1 -0.2 0.700
H -1.61836 0.18452 1.22938 0.7 0.0 0.1 0.762
H 0.15477 0.54780 1.53259 -0.2 0.0 -0.1 -0.588
F -1.23732 2.97170 2.85543 1.3 -0.6 -0.5 -0.079
C -2.27871 3.73564 3.15888 0.4 -0.3 -0.2 0.400
C -3.47500 3.12976 3.24988 -2.3 -0.6 0.7 -0.349
C -4.56214 3.88590 3.70934 0.7 -1.3 -0.7 -0.520
C -4.43776 5.23273 3.89904 -0.8 -0.5 0.2 -0.594
C -3.25104 5.84024 3.68722 2.0 -0.2 -0.4 -0.424
C -2.12843 5.05865 3.33616 -0.6 2.7 0.1 -0.470
H -3.57430 2.08499 2.98754 0.0 -0.1 0.2 0.441
H -5.50357 3.41891 3.90423 -0.4 -0.3 -0.1 0.388
H -5.32201 5.72910 4.17632 -0.8 1.0 0.4 0.414
H -3.11914 6.89803 3.78871 0.0 0.4 0.0 0.395
H -1.23022 5.59485 3.09249 0.5 -0.2 0.2 0.395
F 1.54103 -4.47373 -3.07271 0.2 -0.2 0.4 -0.330
C 1.47739 -4.54687 -1.72051 -1.2 1.0 0.8 -0.124
C 1.32833 -5.75776 -1.08017 0.7 -0.9 -1.0 -0.698
C 1.21350 -5.79372 0.29353 0.2 2.1 0.7 -0.600
C 1.16775 -4.61197 1.03530 -0.1 -0.1 0.1 -0.779
C 1.20489 -3.38629 0.36625 0.4 -1.1 1.0 0.629
C 1.35385 -3.35326 -0.99244 0.2 0.1 -1.6 0.332
H 1.41221 -6.66412 -1.68334 -0.2 0.2 0.2 0.415
H 1.22280 -6.63330 0.90984 -0.2 -1.8 0.2 0.520
H 1.06404 -4.67287 2.13843 0.1 0.2 -0.9 0.321
H 1.18403 -2.51285 0.97204 -0.3 0.7 0.1 -0.024
H 1.32402 -2.41049 -1.54039 0.1 -0.3 0.1 0.222
F 3.90847 1.88935 3.71045 -0.1 -0.7 -1.0 -0.446
C 3.52425 1.15780 2.58375 -0.5 2.0 1.6 -0.076
C 2.71819 1.80569 1.66527 0.8 0.7 0.2 -0.997
C 2.36612 1.07091 0.56934 -0.5 -1.0 -0.5 -0.222
C 2.66068 -0.28900 0.49499 0.2 -0.2 -0.6 0.443
C 3.41219 -0.90583 1.47772 -0.6 0.8 -0.9 -1.235
C 3.86246 -0.15406 2.52177 0.7 -0.1 0.8 -0.725
H 2.48427 2.87244 1.72259 0.1 -0.4 0.3 0.619
H 1.78255 1.52139 -0.21022 0.1 0.2 -0.3 0.964
H 2.37351 -0.88910 -0.36570 -0.1 0.3 0.1 0.294
H 3.65474 -1.92362 1.38396 0.3 -1.2 0.0 0.685
H 4.51922 -0.55293 3.26697 0.2 -0.2 0.4 0.687
F -1.44438 1.21093 -6.28009 1.1 -0.2 -0.6 -0.386
C -2.12964 1.26521 -5.15044 -1.6 0.5 1.0 0.214
C -1.80227 0.45521 -4.04525 -0.2 1.2 -2.5 -0.761
C -2.69569 0.45548 -3.00634 0.3 -0.9 0.9 0.287
C -3.85139 1.21736 -3.02818 0.6 0.1 1.0 -0.839
C -4.05028 2.10800 -4.05213 -0.7 0.6 0.0 -0.289
C -3.22178 2.15487 -5.14378 1.2 -1.3 0.5 -0.563
H -0.87707 -0.07837 -4.15180 0.1 -0.5 0.5 0.633
H -2.45473 -0.19627 -2.15938 -0.4 0.2 -0.2 0.454
H -4.46575 1.24573 -2.13957 -0.3 -0.1 -0.1 0.416
H -4.85881 2.81982 -4.00412 -0.3 0.0 0.0 0.387
H -3.41248 2.84502 -5.92898 0.1 0.3 -0.7 0.536
```
Forces are in eV/Å.

* HOMO-LUMO gap: 0.338 hartree
* HOMO level: -0.327 Eh
* strongest force on any atom: 4.8 eV Å⁻¹